[1]
Molecular formula: C31H45CaCl5GeN4OS2SeSi2
Method: DFT, wB97M-V/def2-TZVPD

The geometry in XYZ format:
```
93
Properties=species:S:1:pos:R:3:lowdin_charge:R:1
Ca -0.0132 -1.2699 0.9764 0.99
C -0.7496 -4.5459 -2.3322 -0.09
C -0.9201 -3.4550 -1.3160 -0.38
N 0.1953 -2.6147 -1.0493 -0.16
N 1.1906 -2.8214 -1.8721 -0.06
C 2.3496 -2.2582 -1.7422 -0.78
N 3.4345 -2.6972 -2.5662 -0.02
S 2.7694 -1.3116 -0.2544 0.66
C -2.0572 -3.2817 -0.5863 -0.35
C -3.2706 -4.0769 -0.7477 -0.08
C -4.3677 -3.8479 0.0080 -0.15
C -4.3676 -2.8137 0.9988 -0.15
C -3.2076 -2.0867 1.1098 -0.26
N -2.0996 -2.2432 0.3780 -0.10
H 0.1987 -5.0668 -2.1703 0.06
H -0.7011 -4.1585 -3.3579 0.06
H -1.5558 -5.2758 -2.2800 0.04
H 3.9774 -1.9153 -2.9051 0.02
H 4.0745 -3.2902 -2.0450 0.05
H -3.3009 -4.8543 -1.4989 0.07
H -5.2546 -4.4572 -0.1429 0.08
H -5.2170 -2.6185 1.6397 0.06
H -3.1458 -1.2937 1.8565 0.08
C 0.8299 1.1533 -1.3083 -0.20
Si 2.6148 0.6888 -1.0188 0.30
C 3.4055 0.7233 -2.7317 -0.22
C 3.5000 1.9539 0.0654 -0.28
C 4.3914 2.8233 -0.5755 -0.12
C 5.0162 3.8630 0.1006 -0.12
C 4.7512 4.0411 1.4493 -0.12
C 3.8849 3.1722 2.1010 -0.12
C 3.2467 2.1088 1.4498 -0.30
Si 2.0657 0.8970 2.4181 0.53
C 3.3567 -0.3267 3.1550 -0.27
C 1.7082 1.9178 4.0200 -0.30
H 0.7666 2.0156 -1.9772 0.03
H 0.3115 1.3977 -0.3796 -0.01
H 0.2981 0.3155 -1.7728 0.01
H 3.2915 1.7168 -3.1783 0.02
H 2.8778 0.0123 -3.3729 0.02
H 4.4696 0.4729 -2.7163 0.03
H 4.6019 2.6979 -1.6329 0.07
H 5.6956 4.5263 -0.4236 0.08
H 5.2233 4.8513 1.9964 0.09
H 3.7048 3.3257 3.1600 0.08
H 4.1459 0.2044 3.7020 0.01
H 3.8258 -0.9409 2.3833 -0.02
H 2.8551 -1.0049 3.8551 0.00
H 2.6071 2.0976 4.6217 0.01
H 1.0061 1.3477 4.6377 -0.02
H 1.2441 2.8909 3.8166 0.00
C -0.3856 0.8025 -4.8411 -0.22
Ge -2.0927 1.6625 -4.4379 0.73
C -1.9331 2.9836 -3.0029 -0.23
C -2.7030 2.6130 -6.0585 -0.24
C -3.3754 0.2711 -3.9464 -0.62
Se -2.8560 -0.6115 -2.2582 0.94
C -3.8701 0.5746 -1.1004 -0.40
H 0.4231 1.5310 -4.9243 0.02
H -0.4587 0.2575 -5.7852 0.02
H -0.1279 0.0919 -4.0562 0.00
H -1.1418 3.7016 -3.2292 0.02
H -1.6830 2.4801 -2.0691 -0.01
H -2.8714 3.5294 -2.8786 0.02
H -1.9758 3.3714 -6.3575 0.01
H -3.6602 3.1075 -5.8796 0.01
H -2.8277 1.9137 -6.8880 0.01
H -3.3874 -0.5024 -4.7162 0.00
H -4.3959 0.6423 -3.8404 0.01
H -3.6411 1.6152 -1.3221 0.00
H -3.5486 0.3403 -0.0884 -0.02
H -4.9367 0.3844 -1.2099 0.02
C -0.6743 3.1598 1.6612 -0.25
S -1.1562 1.5760 2.3625 0.73
C -2.8164 2.0720 2.8704 -0.27
O -1.4402 0.6919 1.1751 -0.67
H -1.3488 3.3907 0.8355 0.06
H 0.3512 3.0514 1.3047 0.03
H -0.7184 3.9218 2.4405 0.05
H -2.7463 2.7861 3.6931 0.05
H -3.3047 1.1612 3.2136 0.03
H -3.3540 2.4915 2.0192 0.05
Cl 0.9442 -3.8656 1.9582 0.66
C 0.6312 -3.2060 3.5643 -0.70
C -0.1369 -2.0526 3.6294 -0.19
C -0.4088 -1.6431 4.9192 -0.69
Cl -1.4851 -0.2597 5.1646 0.61
C 0.0751 -2.2662 6.0700 -0.71
Cl -0.3017 -1.6819 7.6619 0.61
C 0.8800 -3.3943 5.9344 -0.72
Cl 1.5152 -4.1941 7.3341 0.62
C 1.1554 -3.8825 4.6599 -0.71
Cl 2.1303 -5.3045 4.4737 0.63
```

Calculated values
Energy above the lowest of the compared OMol25 structures with the same formula, charge and spin ... 0.268 eV
Net charge ... -2
Electronic energy ... -10334.8930 Eh
HOMO level ... 0.0155 hartree

[2]
Molecular formula: C31H45N3O4S2Si2TeV
Method: DFT, wB97M-V/def2-TZVPD

The geometry in XYZ format:
```
89
Properties=species:S:1:pos:R:3:lowdin_spin:R:1
V -0.8768 0.7267 0.5717 0.86
C -2.0499 1.1889 -3.4251 0.00
N -1.0121 1.6712 -2.5139 0.00
C -1.3042 3.0240 -2.0767 0.00
C -2.4110 3.0328 -1.0369 0.00
N -1.9822 2.6742 0.3516 0.00
C -3.2117 2.5762 1.1624 0.00
C -1.1137 3.7454 0.8596 0.00
C -1.6461 4.9490 1.3115 0.00
C -0.8162 5.9714 1.7384 0.00
C 0.5613 5.7967 1.6994 0.00
C 1.0924 4.6063 1.2427 0.00
C 0.2650 3.5635 0.8154 0.00
S 0.9743 2.0705 0.2280 -0.03
C 0.2879 1.4415 -3.0727 0.00
C 1.0672 2.4964 -3.5346 0.00
C 2.3321 2.2869 -4.0676 0.00
C 2.8110 0.9910 -4.1712 0.00
C 2.0309 -0.0685 -3.7370 0.00
C 0.7618 0.1068 -3.1620 0.00
S -0.1151 -1.2809 -2.5561 0.01
H -2.0696 1.7901 -4.3458 0.00
H -3.0355 1.2528 -2.9590 0.00
H -1.8518 0.1470 -3.6679 0.00
H -1.6284 3.6647 -2.9135 0.00
H -0.4073 3.4764 -1.6581 0.00
H -3.1914 2.3249 -1.3147 0.00
H -2.8666 4.0279 -0.9858 0.00
H -3.8467 3.4587 1.0513 0.00
H -2.9536 2.4553 2.2133 0.00
H -3.7923 1.7173 0.8290 0.00
H -2.7163 5.1043 1.3328 0.00
H -1.2445 6.8982 2.0958 0.00
H 1.2212 6.5890 2.0281 0.00
H 2.1637 4.4557 1.2099 0.00
H 0.6892 3.5095 -3.4812 0.00
H 2.9231 3.1278 -4.4070 0.00
H 3.7900 0.8005 -4.5952 0.00
H 2.3974 -1.0842 -3.8350 0.00
O -4.1521 -1.2684 -1.0388 0.01
C -3.2221 -0.7199 -0.2733 0.02
O -2.2547 -0.1191 -0.7390 0.01
C -3.3062 -0.7928 1.1604 0.02
C -4.3004 -1.3957 1.8970 0.00
C -4.2282 -1.3989 3.2866 0.02
C -3.1282 -0.7802 3.8636 0.00
C -2.1547 -0.1917 3.0761 0.02
N -2.1964 -0.1719 1.6994 0.04
C -0.9665 0.4960 3.5125 0.02
O -0.6059 0.6401 4.7854 0.01
O -0.2502 0.9669 2.6303 0.01
H -3.8423 -1.2040 -1.9589 0.00
H -5.1182 -1.8645 1.3663 0.00
H -4.9930 -1.8638 3.8894 0.00
H -3.0307 -0.7580 4.9431 0.00
H -1.2379 0.2110 5.3740 0.00
C 4.9573 -2.1002 1.2659 0.00
Si 4.3357 -1.3911 -0.3562 0.00
C 4.4449 0.4733 -0.3594 0.00
C 5.3323 -2.0999 -1.7763 0.00
C 2.5456 -1.8805 -0.6271 0.00
Te 1.2790 -1.1529 0.9094 -0.01
C 0.7955 -2.9792 1.9208 0.00
Si -0.0759 -4.3332 0.9380 0.00
C -0.4720 -5.7097 2.1523 0.00
C -1.6512 -3.6156 0.2344 0.00
C 0.9211 -5.0362 -0.4784 0.00
H 6.0117 -1.8613 1.4220 0.00
H 4.8567 -3.1885 1.2820 0.00
H 4.3945 -1.6940 2.1096 0.00
H 5.4782 0.8108 -0.2490 0.00
H 3.8598 0.9097 0.4539 0.00
H 4.0512 0.8736 -1.2980 0.00
H 6.3882 -1.8325 -1.6937 0.00
H 4.9627 -1.7170 -2.7303 0.00
H 5.2629 -3.1898 -1.8030 0.00
H 2.3798 -2.9516 -0.7081 0.00
H 2.1337 -1.4408 -1.5355 0.00
H 0.1056 -2.6543 2.7084 0.00
H 1.7081 -3.3111 2.4171 0.00
H -1.0725 -5.3445 2.9888 0.00
H 0.4416 -6.1445 2.5644 0.00
H -1.0297 -6.5127 1.6651 0.00
H -2.3647 -3.3599 1.0207 0.00
H -2.1308 -4.3268 -0.4420 0.00
H -1.4080 -2.7182 -0.3454 0.00
H 1.9350 -5.3241 -0.1921 0.00
H 0.9736 -4.3349 -1.3139 0.00
H 0.4125 -5.9333 -0.8423 0.00
```

Calculated values
Energy above the lowest of the compared OMol25 structures with the same formula, charge and spin ... 0.592 eV
Electronic energy ... -4260.9634 Eh
HOMO level (alpha / beta) ... -0.2131 / -0.2128 hartree
2S+1 ... 2

[3]
Molecular formula: C31H46MnN4P2Si
Method: DFT, wB97M-V/def2-TZVPD

The geometry in XYZ format:
```
85
Properties=species:S:1:pos:R:3:lowdin_spin:R:1
Mn 0.0000 0.0000 0.0000 4.33
C -2.1155 1.9238 -8.5214 0.00
C -2.1860 0.7103 -7.9615 0.00
C -1.3633 -0.5260 -8.2140 0.00
C -0.0134 -0.3431 -8.9423 0.00
C 0.9361 0.5724 -8.2075 0.00
C 1.0065 1.9085 -8.2398 0.00
C 0.1841 2.9068 -9.0117 0.00
C -1.1661 2.4219 -9.5844 0.00
C 1.4198 0.5619 1.4560 -0.08
H -2.8151 2.6715 -8.1471 0.00
H -2.9534 0.5737 -7.1985 0.00
H -1.9724 -1.2532 -8.7737 0.00
H -1.1701 -0.9987 -7.2407 0.00
H 0.4524 -1.3322 -9.0244 0.00
H -0.1834 -0.0050 -9.9660 0.00
H 1.6356 0.0661 -7.5420 0.00
H 1.7736 2.3674 -7.6147 0.00
H 0.7931 3.3122 -9.8350 0.00
H -0.0087 3.7605 -8.3468 0.00
H -1.6320 3.2739 -10.0936 0.00
H -0.9966 1.6674 -10.3547 0.00
H 1.0337 1.3574 2.1194 0.01
H 2.3598 0.9167 0.9854 0.00
H 1.6559 -0.3327 2.0698 0.01
P 1.6167 -0.4714 -1.5774 0.23
P -1.4661 -0.6880 -1.6451 0.20
N 2.6410 0.8261 -2.1034 0.03
N 2.8461 -1.6829 -1.2855 0.04
N -2.0973 0.5782 -2.6572 0.04
N -2.8611 -1.6562 -1.2759 0.02
C 0.8262 -1.0725 -3.1640 0.03
C -0.5326 -1.7312 -2.8712 0.04
C 2.4283 2.1588 -1.7332 0.02
C 3.2860 2.9461 -2.4733 0.00
C 4.0465 2.0787 -3.3267 0.00
C 3.6309 0.7834 -3.0910 0.00
C 3.6769 -1.6745 -0.1637 0.01
C 4.2854 -2.9113 -0.0705 0.00
C 3.7958 -3.7183 -1.1486 0.00
C 2.9054 -2.9488 -1.8728 0.01
C -2.3447 1.8628 -2.1602 0.02
C -2.8476 2.6337 -3.1888 0.00
C -2.9145 1.8065 -4.3573 0.01
C -2.4520 0.5519 -4.0108 0.00
C -3.9265 -2.0029 -2.1101 0.00
C -4.6932 -2.9448 -1.4512 0.00
C -4.0787 -3.1961 -0.1802 0.00
C -2.9577 -2.3948 -0.0921 0.02
H 1.5082 -1.7402 -3.7231 0.00
H 0.6857 -0.1546 -3.7683 0.01
H -1.1095 -1.9063 -3.7973 0.00
H -0.4094 -2.7099 -2.3674 0.01
H 1.6776 2.3952 -0.9755 0.02
H 3.3715 4.0326 -2.4034 0.00
H 4.8283 2.3759 -4.0299 0.00
H 3.9577 -0.1729 -3.5032 0.00
H 3.7628 -0.7757 0.4489 0.00
H 5.0185 -3.2033 0.6842 0.00
H 4.0788 -4.7474 -1.3773 0.00
H 2.3103 -3.1889 -2.7551 0.00
H -2.1208 2.0866 -1.1159 0.01
H -3.1304 3.6870 -3.1155 0.00
H -3.2591 2.1047 -5.3513 0.00
H -2.3385 -0.3525 -4.6078 0.00
H -4.0587 -1.5150 -3.0763 0.00
H -5.6139 -3.3940 -1.8320 0.00
H -4.4343 -3.8786 0.5952 0.00
H -2.2130 -2.2565 0.6934 0.01
C -3.2333 0.2857 3.9122 -0.01
Si -1.5700 -0.1571 3.1892 0.00
C -0.3080 0.6369 4.3259 0.00
C -1.3470 -2.0067 3.3366 0.01
C -1.5899 0.4814 1.3910 -0.07
H -3.2855 -0.0663 4.9631 0.00
H -4.0352 -0.2011 3.3194 0.00
H -3.3677 1.3866 3.8841 0.00
H -0.5085 0.2995 5.3633 0.00
H 0.7233 0.3292 4.0783 0.00
H -0.4051 1.7410 4.2809 0.00
H -2.1868 -2.5416 2.8555 0.00
H -0.3828 -2.3042 2.8765 0.00
H -1.3404 -2.2815 4.4114 0.00
H -1.6743 1.5864 1.4320 0.01
H -2.5293 0.1110 0.9401 0.00
```

Calculated values
Electronic energy ... -3550.9231 Eh
HOMO level (alpha / beta) ... -0.1934 / -0.3156 hartree
2S+1 ... 6

> Which of these has the highest electronic energy?

C31H46MnN4P2Si